ORCA calculation (ωB97M-V/def2-TZVPD) on a molecular structure, C14H23N2PPb in a non-equilibrium geometry.

energy above the lowest of the compared OMol25 structures with the same formula, charge and spin = 143.1 kcal per mole
F_max = 2.97 eV/A
net charge = +2
LUMO (spin up / spin down) = -0.3663 / -0.3663 Eh
spin multiplicity = 1

Structure (XYZ):
```
41
C14H23N2PPb (ωB97M-V/def2-TZVPD)
C 0.4814 3.2116 -1.8399
C -0.8064 2.7905 -1.5413
C -1.0264 1.8731 -0.5181
C 0.1023 1.5117 0.1972
C 1.4163 1.8207 -0.1214
C 1.5912 2.7373 -1.1538
C -2.4125 1.3397 -0.2711
C -2.5151 -0.1693 0.0334
N -2.6677 -1.0330 -1.1088
Pb -0.1530 -0.0125 1.7866
C 2.5896 1.1127 0.5516
P 2.2083 -0.6631 0.7761
H -1.6724 3.1150 -2.0884
H 2.6002 3.0173 -1.4092
H 0.6180 3.9267 -2.6322
H 2.8136 1.5383 1.5470
H 3.4976 1.1777 -0.0582
H -2.9035 1.8426 0.5768
H -3.0214 1.5291 -1.1601
H -1.6065 -0.5954 0.5396
C 3.4359 -1.4790 1.7580
C 2.0975 -1.3679 -0.8636
H -3.3330 -0.3728 0.7456
C -1.5209 -1.1277 -1.9914
C -3.2357 -2.3227 -0.7739
H 0.3934 -1.1012 3.6122
H -1.7952 -1.7262 -2.8694
H -1.1912 -0.1349 -2.3258
H -0.6590 -1.6361 -1.5097
H -3.4726 -2.8714 -1.6917
H -2.5452 -2.9431 -0.1717
H -4.1559 -2.1767 -0.1952
H 3.1055 -1.3253 -1.2786
H 1.7594 -2.4090 -0.8015
H 1.4102 -0.8088 -1.5059
H 4.3600 -1.3817 1.1946
H 3.5086 -1.0019 2.7368
H 3.1507 -2.5278 1.8704
H -0.4695 -1.6595 2.6014
N -0.0113 0.1119 5.2694
C 0.0346 0.1911 4.0842
```

Here are the Löwdin charges for atoms 1 to 5, given in e:
1. C 0.002
2. C 0.012
3. C -0.251
4. C -0.203
5. C -0.301



ORCA calculation (ωB97M-V/def2-TZVPD) on C3H7NO3 in the gas phase in a non-equilibrium geometry.

energy above the lowest of the compared OMol25 structures with the same formula, charge and spin = 50.6 kcal per mole
F_max = 4.16 eV/A
LUMO = 0.0249 Eh
spin multiplicity = 1

Structure (XYZ):
```
14
C3H7NO3 (ωB97M-V/def2-TZVPD)
C 1.8394 -0.9355 -0.9553
O 0.5003 -0.5723 -0.6394
C 0.3419 0.5296 0.1305
O 1.2199 1.0087 0.8141
C -1.1402 0.8079 0.3463
N -2.0072 -0.3155 0.2809
O -1.3445 1.6626 1.4001
H 1.8192 -1.3433 -1.9829
H 2.5433 -0.1217 -0.9178
H 2.1672 -1.6963 -0.2483
H -1.0811 1.4292 -0.6598
H -1.6914 -1.0832 0.8622
H -2.1405 -0.6456 -0.6669
H -1.0263 1.2754 2.2363
```

Here are the Löwdin charges for atoms 1 to 5, given in e:
1. C -0.049
2. O -0.055
3. C -0.454
4. O 0.117
5. C -0.448